{"formula": "C37H86N2O11PS2", "method": "ωB97M-V/def2-TZVPD", "gap_ev": 8.002, "total_charge": 1, "e_tot_ev": -96216.927, "elements": ["C", "C", "C", "C", "C", "C", "C", "C", "N", "C", "C", "C", "C", "C", "C", "C", "C", "C", "S", "S", "C", "C", "C", "P", "C", "C", "C", "C", "N", "C", "C", "C", "O", "H", "H", "H", "H", "H", "H", "H", "H", "H", "H", "H", "H", "H", "H", "H", "H", "H", "H", "H", "H", "H", "H", "H", "H", "H", "H", "H", "H", "H", "H", "H", "H", "H", "H", "H", "H", "H", "H", "H", "H", "H", "H", "H", "H", "H", "H", "H", "H", "H", "H", "H", "H", "H", "H", "H", "H", "C", "C", "O", "O", "H", "H", "H", "H", "H", "H", "C", "C", "O", "O", "H", "H", "H", "H", "H", "H", "C", "C", "O", "O", "H", "H", "H", "H", "H", "H", "C", "C", "O", "O", "H", "H", "H", "H", "H", "H", "C", "C", "O", "O", "H", "H", "H", "H", "H", "H"], "coordinates": [[-3.357, 0.743, 4.628], [-1.849, 0.941, 4.843], [-1.183, -0.200, 5.608], [0.359, -0.161, 5.582], [1.020, -1.395, 4.959], [2.335, -1.133, 4.219], [2.338, 0.086, 3.286], [1.089, 0.271, 2.417], [1.322, -0.071, 1.002], [1.666, -1.481, 0.712], [0.764, -2.570, 1.297], [0.697, -3.837, 0.415], [1.413, -5.054, 1.025], [2.798, -5.283, 0.409], [2.711, -6.013, -0.936], [3.815, -5.645, -1.925], [5.174, -6.254, -1.565], [0.320, 0.464, 0.180], [-1.261, 0.092, 0.148], [1.034, 1.689, -0.891], [-0.240, 2.958, -1.036], [0.001, 3.705, -2.360], [-1.025, 3.380, -3.449], [-1.493, 1.644, -3.602], [-0.622, 0.700, -4.860], [0.535, -0.160, -4.286], [0.247, -1.651, -4.461], [-0.852, -2.073, -3.496], [-1.242, -3.477, -3.585], [-0.107, -4.416, -3.609], [-2.136, -3.826, -2.529], [-3.031, -4.995, -2.805], [-2.176, -3.201, -1.501], [-3.949, 1.331, 5.329], [-3.663, 1.045, 3.626], [-3.642, -0.302, 4.757], [-1.364, 1.058, 3.870], [-1.698, 1.876, 5.389], [-1.542, -1.148, 5.198], [-1.534, -0.159, 6.641], [0.658, 0.745, 5.050], [0.715, -0.049, 6.606], [1.244, -2.101, 5.763], [0.318, -1.917, 4.303], [2.625, -2.020, 3.651], [3.131, -0.987, 4.954], [2.512, 0.992, 3.866], [3.193, 0.009, 2.609], [0.824, 1.332, 2.421], [0.220, -0.267, 2.808], [1.676, -1.579, -0.376], [2.698, -1.606, 1.045], [1.152, -2.867, 2.273], [-0.238, -2.176, 1.477], [-0.352, -4.089, 0.256], [1.145, -3.620, -0.559], [0.808, -5.939, 0.843], [1.477, -4.951, 2.110], [3.279, -4.311, 0.237], [3.435, -5.833, 1.105], [2.750, -7.092, -0.762], [1.742, -5.779, -1.388], [3.528, -5.976, -2.926], [3.917, -4.556, -1.941], [5.675, -5.657, -0.802], [5.045, -7.263, -1.167], [5.830, -6.309, -2.433], [-0.157, 3.634, -0.186], [-1.233, 2.513, -0.999], [0.022, 4.783, -2.212], [0.992, 3.442, -2.737], [-1.956, 3.917, -3.254], [-0.668, 3.701, -4.430], [-1.412, 0.937, -2.394], [-2.841, 1.641, -3.944], [-1.383, 0.047, -5.293], [-0.274, 1.392, -5.627], [0.634, 0.011, -3.209], [1.484, 0.138, -4.724], [-0.043, -1.859, -5.495], [1.169, -2.204, -4.270], [-1.754, -1.500, -3.744], [-0.569, -1.790, -2.474], [0.351, -4.429, -4.596], [-0.472, -5.422, -3.404], [0.643, -4.162, -2.852], [-3.108, -5.185, -3.870], [-2.636, -5.870, -2.288], [-4.003, -4.772, -2.370], [-0.318, 6.502, 2.759], [1.114, 6.258, 2.335], [1.576, 4.995, 2.812], [-0.467, 6.389, 4.155], [-0.632, 7.503, 2.460], [-0.977, 5.773, 2.256], [1.772, 6.992, 2.799], [1.213, 6.337, 1.246], [1.114, 4.294, 2.341], [0.056, 5.621, 4.429], [2.392, 6.635, -3.467], [3.402, 6.047, -4.427], [3.196, 6.563, -5.739], [1.067, 6.384, -3.922], [2.496, 6.188, -2.477], [2.550, 7.716, -3.373], [3.247, 4.971, -4.512], [4.423, 6.227, -4.080], [3.479, 7.483, -5.759], [1.090, 6.520, -4.878], [-4.417, 3.820, -5.662], [-4.824, 5.203, -5.203], [-4.876, 6.090, -6.314], [-3.164, 3.858, -6.335], [-4.315, 3.147, -4.807], [-5.182, 3.407, -6.331], [-4.062, 5.614, -4.540], [-5.777, 5.175, -4.667], [-5.645, 5.874, -6.852], [-3.189, 4.668, -6.862], [1.465, 2.962, 7.591], [0.596, 4.175, 7.347], [0.076, 4.138, 6.015], [2.525, 2.898, 6.653], [1.910, 3.002, 8.585], [0.849, 2.053, 7.526], [1.193, 5.084, 7.406], [-0.213, 4.234, 8.080], [-0.571, 3.427, 5.965], [2.161, 3.178, 5.804], [-2.469, -7.119, 1.548], [-3.658, -6.558, 0.798], [-3.750, -7.191, -0.482], [-1.292, -6.940, 0.774], [-2.326, -6.607, 2.499], [-2.626, -8.187, 1.750], [-3.494, -5.500, 0.590], [-4.586, -6.670, 1.365], [-4.041, -8.100, -0.352], [-1.555, -7.111, -0.138]], "forces_ev_per_a": [[0.0, 0.1, 0.1], [-0.2, -0.1, -0.2], [0.0, 0.0, 0.1], [-0.3, 0.1, 0.1], [0.1, -0.2, 0.1], [0.1, 0.2, 0.1], [0.1, -0.2, -0.2], [0.2, 0.4, 0.0], [0.0, -0.4, -0.1], [-0.1, 0.1, 0.0], [0.1, -0.2, 0.1], [-0.1, -0.1, 0.5], [0.1, -0.1, -0.3], [0.0, 0.1, 0.1], [0.1, 0.2, 0.0], [0.2, -0.2, 0.1], [-0.1, 0.1, 0.1], [-0.1, 0.3, -0.1], [0.0, -0.1, 0.1], [0.1, 0.0, 0.5], [-0.1, 0.4, -0.4], [0.3, -0.2, 0.1], [0.0, 0.3, 0.2], [0.0, -0.1, -0.3], [0.3, -0.1, 0.2], [-0.3, -0.1, 0.3], [0.2, -0.1, -0.1], [0.1, 0.1, -0.1], [0.2, 0.1, 0.3], [-0.3, 0.0, -0.3], [0.2, -0.1, -0.4], [0.2, -0.1, 0.2], [-0.3, 0.4, 0.3], [0.0, -0.1, 0.1], [0.0, 0.0, 0.0], [0.0, 0.0, 0.0], [0.1, 0.0, 0.0], [0.1, 0.0, -0.1], [0.0, 0.0, 0.0], [-0.1, -0.1, 0.0], [0.1, 0.0, 0.0], [0.2, 0.1, -0.1], [-0.1, -0.1, -0.1], [0.0, 0.1, -0.1], [-0.1, -0.1, 0.1], [0.0, 0.0, 0.0], [-0.1, 0.0, 0.0], [0.0, 0.1, 0.1], [-0.1, 0.0, 0.0], [0.0, -0.1, 0.0], [0.0, 0.1, 0.0], [0.0, -0.1, 0.0], [-0.1, 0.1, 0.1], [0.0, 0.0, -0.2], [0.0, 0.0, -0.1], [-0.2, 0.0, -0.1], [0.0, -0.1, 0.1], [0.0, 0.1, 0.0], [0.1, 0.0, 0.1], [0.1, 0.0, -0.1], [-0.2, 0.0, 0.0], [0.0, -0.1, 0.0], [0.0, 0.0, 0.0], [-0.1, 0.0, -0.2], [0.0, -0.1, 0.0], [0.1, 0.0, -0.1], [0.0, 0.0, 0.0], [0.1, 0.0, 0.0], [0.0, -0.1, 0.1], [-0.1, 0.0, -0.1], [0.0, 0.1, 0.0], [0.0, 0.0, 0.0], [-0.1, 0.0, 0.0], [-0.1, 0.0, 0.1], [-0.1, 0.0, 0.0], [0.0, 0.1, -0.2], [-0.1, 0.0, -0.1], [0.1, 0.1, -0.1], [0.0, -0.1, -0.2], [0.0, -0.1, 0.0], [0.0, 0.0, 0.0], [0.0, 0.0, 0.2], [0.1, -0.1, 0.0], [0.1, 0.0, 0.0], [0.0, 0.0, 0.0], [0.0, 0.0, 0.0], [0.0, -0.1, 0.0], [-0.2, -0.1, 0.0], [0.0, -0.1, 0.0], [0.0, -0.1, 0.1], [0.0, 0.0, 0.0], [0.1, 0.0, -0.1], [0.1, 0.1, -0.2], [0.0, 0.0, 0.0], [0.0, 0.1, -0.1], [0.0, 0.0, 0.0], [0.0, 0.0, 0.0], [0.0, 0.0, 0.0], [-0.2, 0.0, 0.3], [-0.1, 0.1, -0.1], [0.0, 0.0, -0.1], [-0.1, 0.0, 0.1], [0.0, -0.2, 0.0], [0.0, 0.0, 0.0], [0.0, 0.0, 0.1], [0.0, 0.0, 0.0], [0.0, 0.0, 0.0], [0.0, 0.0, 0.0], [0.0, 0.1, 0.0], [0.1, 0.0, -0.2], [-0.1, 0.1, -0.1], [0.1, -0.1, 0.0], [0.0, 0.0, 0.3], [-0.1, 0.0, 0.0], [0.0, 0.0, 0.1], [0.0, 0.0, 0.0], [0.0, 0.0, 0.0], [0.0, 0.0, 0.0], [0.1, 0.0, -0.1], [0.1, 0.0, -0.1], [0.0, 0.0, -0.1], [0.1, 0.0, 0.0], [0.0, 0.0, 0.0], [0.0, 0.0, 0.0], [0.0, 0.0, 0.1], [0.0, 0.0, 0.0], [0.0, 0.0, 0.0], [0.0, 0.0, 0.0], [0.0, 0.0, 0.0], [0.1, 0.0, -0.1], [0.0, 0.0, 0.0], [-0.1, 0.1, 0.0], [-0.1, 0.0, 0.1], [0.0, 0.0, 0.0], [0.0, 0.0, 0.1], [0.0, 0.0, 0.0], [0.0, 0.0, 0.0], [0.0, 0.0, 0.0], [0.1, -0.1, 0.0]]}